Record 1
93
Properties=species:S:1:pos:R:3:forces:R:3 method="wB97M-V/def2-TZVPD" e_tot_ev=-3402896.2618 multiplicity=1 gap_ev=9.5
O 2.312315 1.375884 2.677257 0.0 0.0 -0.1
S 3.033043 0.816422 1.591442 0.0 -0.1 0.6
O 2.785640 -0.538495 1.227966 0.2 0.1 0.0
F 2.712905 1.702519 0.349852 0.1 0.1 -0.1
N 4.630445 1.122620 1.746753 0.1 -0.4 -0.5
C 5.382118 1.910905 0.747932 -0.1 0.4 -0.2
C 5.333925 3.409529 1.052037 -0.3 -0.3 0.1
F 6.573222 3.856381 1.480669 0.0 0.0 0.0
H 5.099886 0.259471 1.995562 -0.1 0.0 0.1
H 6.421173 1.585903 0.773549 0.0 0.0 0.2
H 5.021574 1.737413 -0.266261 -0.1 -0.2 0.1
H 4.604803 3.578946 1.845271 0.2 0.1 -0.1
H 5.024877 3.987781 0.179906 0.2 0.0 0.0
C 5.404291 1.097142 5.886550 -0.1 0.0 0.0
Br 6.818523 0.185965 4.946679 0.0 0.0 0.0
Br 5.941389 1.613842 7.655849 0.0 0.0 0.0
Br 4.755396 2.592279 4.872750 0.3 0.1 0.1
H 4.585192 0.395532 5.989138 0.0 0.0 0.0
C 0.467998 -1.996617 -0.047050 -0.1 0.0 -0.1
Br -1.439362 -1.776391 -0.174612 0.0 0.0 0.0
Br 0.945242 -3.809978 0.381700 0.0 -0.1 0.0
Br 1.350000 -1.393556 -1.646751 0.0 -0.1 0.0
H 0.823123 -1.381124 0.761821 0.0 0.0 0.1
C 1.384416 5.652263 2.260611 0.0 -0.1 -0.1
Br -0.275914 4.700064 2.210127 -0.1 0.2 -0.1
Br 2.675285 4.603861 3.231916 -0.2 0.3 0.2
Br 1.998067 6.068474 0.481622 0.0 0.0 0.0
H 1.247854 6.588987 2.783694 -0.1 0.0 0.0
C -0.657725 -5.558981 -2.842221 0.1 0.1 0.0
Br -2.564886 -5.301864 -2.834427 0.0 0.0 -0.1
Br -0.190689 -7.377641 -2.423899 0.0 -0.1 0.0
Br 0.149975 -5.004337 -4.493946 0.0 0.0 0.0
H -0.248649 -4.934537 -2.058345 0.0 0.0 0.0
C -3.241122 -9.009290 -3.894907 0.0 0.0 0.0
Br -5.147174 -8.757922 -3.850868 0.0 0.0 0.0
Br -2.747768 -10.814518 -3.453380 0.0 0.0 0.0
Br -2.491351 -8.459577 -5.575334 0.0 0.0 0.0
H -2.816113 -8.367075 -3.135655 0.0 0.0 0.0
C -0.987628 -1.170315 -6.506692 0.0 0.1 0.0
Br -0.439076 -1.187612 -4.665323 0.0 0.0 0.0
Br -0.211165 -2.634149 -7.494336 0.1 0.0 0.0
Br -2.896104 -1.138765 -6.693578 0.0 0.0 0.1
H -0.605509 -0.261250 -6.949277 0.0 0.0 0.0
C 3.822855 -7.241972 -2.860772 -0.1 0.0 0.0
Br 5.472265 -6.675253 -3.670130 0.0 0.0 0.0
Br 3.928157 -9.050318 -2.216289 0.0 0.0 0.0
Br 3.257129 -6.031875 -1.479834 0.1 0.1 0.0
H 3.062134 -7.220374 -3.629697 0.0 0.0 0.0
C -2.145363 1.722201 4.756253 -0.1 0.0 -0.1
Br -0.457589 1.661427 3.843451 0.0 -0.3 0.1
Br -1.934230 2.112640 6.620728 -0.1 0.0 0.1
Br -3.349274 2.964823 3.905555 0.0 0.0 0.0
H -2.592056 0.740874 4.682291 0.0 0.0 0.0
C 0.305956 -5.790590 -9.431122 0.0 0.0 0.0
Br 0.787458 -5.811794 -11.291396 0.0 0.0 0.0
Br -1.007845 -7.129779 -9.021333 0.0 0.0 0.0
Br 1.848800 -5.934546 -8.290903 0.0 0.0 0.0
H -0.149892 -4.832076 -9.231322 0.0 0.0 0.0
C -1.982348 4.498157 -1.197257 0.0 0.0 0.1
Br -3.857207 4.711942 -1.562640 0.0 0.0 0.0
Br -1.527595 2.665710 -0.844270 0.0 -0.1 0.0
Br -0.891891 5.243353 -2.595977 0.0 0.0 0.0
H -1.767996 5.056083 -0.295484 0.0 0.0 0.0
C -4.322852 -2.281280 5.868163 0.0 0.0 0.1
Br -2.894025 -2.005851 4.604566 0.0 0.0 0.0
Br -3.982838 -3.818920 6.970418 0.0 0.0 0.0
Br -4.664512 -0.714861 6.930355 0.1 0.0 -0.1
H -5.216849 -2.485665 5.296993 0.0 0.0 0.0
C 1.934111 3.538568 7.780187 0.1 0.0 -0.1
Br 1.616628 3.412348 9.671342 0.0 0.0 0.0
Br 1.935162 1.817476 6.932927 -0.2 -0.2 0.1
Br 0.677075 4.711441 6.908198 0.3 0.0 0.1
H 2.917862 3.967903 7.645008 0.0 0.0 0.0
C 2.317023 -2.404473 5.964024 0.0 0.0 0.0
Br 3.959588 -2.400348 4.955780 0.0 0.0 0.0
Br 2.642217 -1.996459 7.814866 0.0 0.0 0.0
Br 1.040404 -1.192704 5.194112 0.0 0.0 0.0
H 1.906368 -3.402986 5.914651 0.0 0.0 0.0
C -2.891292 7.577177 4.549687 0.0 0.0 0.0
Br -4.588248 6.688896 4.402012 0.0 0.0 0.0
Br -1.655015 6.584959 5.644592 -0.2 0.1 -0.1
Br -2.150212 7.982723 2.820227 0.0 0.0 0.0
H -3.067578 8.519709 5.047354 0.0 0.0 0.0
C -3.629048 0.423483 -10.896526 0.0 0.0 0.0
Br -2.113200 1.036871 -9.880374 0.0 0.0 0.0
Br -4.598914 -0.973243 -9.998801 0.0 0.0 -0.1
Br -4.781466 1.883601 -11.380946 0.0 0.0 0.0
H -3.242114 0.001985 -11.812841 0.0 0.0 0.0
C -7.671082 6.284215 -2.327249 0.0 0.0 0.0
Br -7.604999 5.648993 -0.512725 0.0 0.0 0.0
Br -9.436139 6.871800 -2.812020 0.0 0.0 0.0
Br -6.355127 7.649524 -2.641331 0.0 0.0 0.0
H -7.424837 5.448296 -2.966291 0.0 0.0 0.0



Record 2
46
Properties=species:S:1:pos:R:3:forces:R:3 method="wB97M-V/def2-TZVPD" e_tot_ev=-107891.4031 multiplicity=1 smiles="O=C(CN1CCN(Cc2ccccc2)CC1)N/N=C/c1ccc(Br)s1" e_above_lowest_kcal_mol=0.00 gap_ev=8.2
O 1.888834 4.079293 0.586495 0.0 0.1 0.1
C 0.969510 3.560904 -0.006724 -0.1 -0.1 0.0
C -0.176194 2.808406 0.651260 -0.2 -0.1 0.2
N 0.147833 1.426970 0.954215 0.0 0.1 0.0
C 1.247802 1.262433 1.884892 0.0 -0.2 0.3
C 1.303373 -0.197655 2.326646 0.1 0.3 0.0
N 1.504119 -1.041265 1.164837 0.0 0.0 0.0
C 1.795664 -2.432033 1.487542 0.0 0.1 0.0
C 0.688083 -3.155800 2.214333 0.1 0.0 0.0
C -0.320415 -3.800673 1.508057 0.1 0.0 0.0
C -1.369858 -4.410684 2.172191 -0.1 0.0 -0.1
C -1.425507 -4.384647 3.555084 -0.1 0.0 0.0
C -0.422663 -3.751730 4.269243 0.0 0.0 0.1
C 0.625240 -3.141805 3.602688 0.0 0.0 -0.1
C 0.401257 -0.868801 0.241118 0.0 0.2 -0.2
C 0.355971 0.589318 -0.209002 -0.2 -0.4 0.0
N 0.958096 3.583154 -1.380899 1.0 0.7 -0.4
N -0.000397 3.022999 -2.115268 -0.7 -0.4 -0.5
C 0.046247 3.065758 -3.389727 0.8 0.5 0.6
C -0.976890 2.436003 -4.158711 -0.8 -0.5 -0.5
C -1.111403 2.397614 -5.524705 0.3 0.2 0.7
C -2.237656 1.677340 -5.953514 -0.6 -0.4 0.2
C -2.946618 1.173441 -4.902700 0.1 0.1 0.1
Br -4.513880 0.149745 -5.008910 0.1 0.1 0.0
S -2.256961 1.567105 -3.365848 0.0 0.1 -0.7
H -1.049520 2.818660 -0.002739 0.0 0.1 0.2
H -0.408668 3.309922 1.594289 0.1 0.1 -0.1
H 1.074434 1.903650 2.751219 0.0 0.0 0.0
H 2.215062 1.538120 1.435403 0.0 0.0 0.1
H 2.143823 -0.336650 3.010297 0.0 0.0 0.0
H 0.367486 -0.443933 2.856350 0.1 0.0 0.0
H 2.703654 -2.434258 2.097834 0.0 -0.1 -0.1
H 2.014919 -2.940042 0.543589 0.0 0.0 0.1
H -0.278940 -3.832519 0.428371 0.0 0.0 -0.1
H -2.145638 -4.908709 1.608759 -0.1 0.0 0.0
H -2.244494 -4.860228 4.074392 -0.1 0.0 0.0
H -0.456024 -3.733834 5.349008 0.0 0.0 0.1
H 1.408738 -2.655532 4.166683 0.1 0.1 0.0
H 0.565415 -1.511740 -0.626974 0.0 0.0 0.0
H -0.568027 -1.127720 0.699419 0.0 0.0 -0.1
H -0.472219 0.737937 -0.905026 0.1 0.0 0.0
H 1.302286 0.824234 -0.726331 -0.1 0.0 0.0
H 1.739881 4.064641 -1.837273 -0.2 -0.2 0.3
H 0.851315 3.563581 -3.940925 0.0 0.0 0.1
H -0.421468 2.874470 -6.197241 0.2 0.1 -0.1
H -2.515603 1.534561 -6.981692 -0.1 0.0 -0.1



Record 3
60
Properties=species:S:1:pos:R:3:forces:R:3 method="wB97M-V/def2-TZVPD" e_tot_ev=-149153.3915 multiplicity=4 e_above_lowest_kcal_mol=64.16 total_charge=-2 gap_ev="4.6 / 6.0"
V -1.280622 -0.519646 -0.757155 0.5 -0.4 -0.2
N -0.147481 -3.450087 1.540651 1.1 -0.4 0.0
C 0.771130 -3.133201 0.332599 -0.2 0.3 -0.3
C 1.985507 -4.051782 0.315825 -0.1 0.1 0.1
P 1.223421 -1.314427 0.686835 -0.5 0.1 0.6
O 1.689294 -1.806076 2.284754 0.0 0.0 0.2
O 2.507314 -0.662901 0.294768 -0.2 -0.2 -0.2
O -0.092121 -0.599707 1.043162 0.7 -0.4 -0.4
P -0.494074 -3.436504 -1.042177 -0.9 -0.1 0.5
O -0.813985 -4.996215 -0.483074 0.0 0.0 0.3
O -0.223947 -3.671292 -2.475999 0.3 0.2 0.2
O -1.673083 -2.623707 -0.472723 0.8 -0.5 -0.5
H 0.234043 -2.974197 2.362264 0.2 -0.1 0.1
H -0.227043 -4.457088 1.652747 0.0 0.0 0.0
H -1.056886 -3.080850 1.286487 -0.7 0.5 -0.3
H 2.322887 -4.258117 1.335208 0.0 0.0 0.0
H 2.801683 -3.549821 -0.204021 -0.1 0.0 0.0
H 1.763206 -4.989047 -0.197331 0.0 0.0 0.0
H 2.546243 -1.387036 2.396673 0.1 0.0 0.0
H -1.056071 -5.484905 -1.275154 0.1 0.0 0.0
S -3.141917 -0.395625 -2.555633 -0.6 0.0 0.5
C -3.924895 -0.281048 -1.007655 0.3 -0.1 0.0
C -5.307588 -0.381406 -0.743393 0.1 0.1 -0.2
C -5.765877 -0.361597 0.553658 0.0 0.0 0.1
C -4.859664 -0.239428 1.612174 0.0 0.0 0.0
C -3.519767 -0.131892 1.303289 0.1 0.1 -0.4
N -3.055583 -0.146322 0.044441 -1.8 0.2 0.5
H -5.981039 -0.485240 -1.584589 0.0 0.0 0.0
H -6.828683 -0.445342 0.755835 0.0 0.0 0.0
H -5.185849 -0.221388 2.644028 0.0 0.0 0.0
H -2.761750 -0.019422 2.068202 0.0 0.0 0.0
Cl 2.963277 2.650997 -5.044773 -0.1 -0.1 0.1
C 2.258304 1.470329 -3.966993 -0.1 0.1 0.0
C 2.826370 0.213786 -3.860373 0.1 0.0 -0.1
Cl 4.243115 -0.213821 -4.791221 -0.2 0.1 0.1
C 2.245658 -0.723520 -2.986714 0.2 -0.1 -0.1
Cl 2.963942 -2.297198 -2.795848 -0.1 0.2 0.0
C 1.121260 -0.413687 -2.259698 -0.4 -0.6 0.9
O 0.557444 -1.264002 -1.362701 0.8 0.8 -1.0
C 0.512862 0.881717 -2.351621 -0.3 0.2 0.3
O -0.517376 1.162468 -1.622194 0.8 0.3 -0.4
C 1.119128 1.802382 -3.218897 0.2 0.1 -0.2
Cl 0.404175 3.389914 -3.313716 0.1 -0.1 0.0
O -0.981349 4.305306 2.443473 -0.1 -0.1 -0.1
C -0.886541 3.129855 1.772856 -0.4 -0.1 0.0
O -1.836441 2.593194 1.271306 0.2 0.4 0.2
C 0.520495 2.557131 1.736058 0.2 0.2 -0.1
N 1.384019 3.260520 2.725969 0.1 0.0 -0.1
C 2.555233 3.834264 2.025506 -0.2 -0.2 0.0
C 2.043072 4.051391 0.611682 0.0 0.0 -0.1
C 1.197915 2.800071 0.373439 0.0 0.0 0.1
H 0.408900 1.494054 1.926713 0.1 -0.2 0.0
H 1.666402 2.630955 3.462428 0.0 0.0 0.0
H -0.079616 4.413799 2.813904 0.1 0.0 0.1
H 3.393786 3.131325 2.005143 0.0 0.0 0.0
H 2.888625 4.750138 2.517081 0.0 0.0 0.0
H 2.854078 4.150325 -0.110412 0.0 0.0 0.0
H 1.424955 4.954234 0.561468 0.0 0.0 0.0
H 1.838893 1.946936 0.141314 0.0 0.0 0.0
H 0.462611 2.892455 -0.417876 0.0 0.0 -0.1



Record 4
61
Properties=species:S:1:pos:R:3:forces:R:3 method="wB97M-V/def2-TZVPD" e_tot_ev=-116352.3268 multiplicity=4 e_above_lowest_kcal_mol=13.68 total_charge=+1 gap_ev="8.0 / 7.0"
Re -0.379216 -0.477715 -0.032777 -0.1 0.0 0.0
C 3.886176 -1.474360 2.957504 0.0 0.0 0.0
C 2.641250 -1.651681 2.083160 0.0 0.0 0.0
O 2.304883 -3.010852 1.931026 -0.1 -0.1 0.0
P 1.188805 -0.887630 2.847647 0.0 0.0 0.0
O 0.880125 -1.665720 4.159382 0.0 0.1 0.1
O 1.652490 0.544399 3.307882 0.1 0.0 0.0
O -0.050780 -0.806294 1.973287 0.0 0.0 0.0
P 2.895229 -0.903762 0.412033 0.0 0.0 0.0
O 3.084561 0.670850 0.781755 0.0 0.0 0.0
O 4.052065 -1.497795 -0.252631 0.0 0.0 0.0
O 1.534421 -0.966480 -0.308172 0.0 0.1 0.0
H 3.726859 -1.953207 3.923011 0.0 0.0 0.0
H 4.147652 -0.429455 3.116817 0.0 0.0 0.0
H 4.718299 -1.965490 2.453219 0.0 0.0 0.0
H 2.913228 -3.428323 1.303592 0.0 0.0 0.0
H -0.048765 -1.785099 4.399167 0.0 0.0 0.0
H 2.179359 1.001312 2.624560 0.0 0.0 0.0
H 3.971921 0.978202 0.547259 0.0 0.0 0.0
C -1.147588 -1.813363 -3.445176 0.0 0.0 0.0
C -0.481394 -0.500852 -3.226472 0.0 0.0 0.0
N -0.280027 0.124941 -2.080259 -0.1 0.0 0.0
C 0.294596 1.379829 -2.278199 0.0 0.0 0.0
C 0.569467 1.665338 -3.568732 0.0 0.0 0.0
S 0.064264 0.382856 -4.567185 0.0 0.0 0.0
C 0.386174 2.280948 -1.135097 0.0 0.0 0.0
C 0.604526 3.616583 -1.144424 0.0 0.0 0.0
S 0.303527 4.255266 0.408624 0.0 0.0 0.0
C -0.118971 2.713340 0.998615 0.1 0.0 0.1
N 0.019104 1.769990 0.093041 0.0 0.0 0.0
C -0.679738 2.541956 2.366508 0.0 0.0 0.0
H -2.187555 -1.763358 -3.119867 0.0 0.0 0.0
H -0.644263 -2.606757 -2.900150 0.0 -0.1 0.0
H -1.133568 -2.062957 -4.504173 0.0 0.0 0.0
H 0.995630 2.568780 -3.970209 0.0 0.0 0.0
H 0.862477 4.247775 -1.977771 0.0 0.0 0.0
H -0.420471 3.388842 2.998977 0.0 0.0 0.0
H -0.322893 1.630446 2.832443 0.0 0.0 0.0
H -1.767481 2.491147 2.283271 0.0 0.0 0.0
F -5.573172 1.084111 -1.192937 0.0 0.0 0.0
C -4.680739 0.276017 -0.643899 0.0 0.0 0.0
F -5.174492 -0.246610 0.469713 0.0 0.0 0.0
F -4.395329 -0.711723 -1.497634 0.0 0.0 0.0
S -3.145820 1.222047 -0.284147 0.0 0.0 0.0
O -2.641284 1.665156 -1.549324 0.0 0.0 0.0
O -3.463656 2.180227 0.723856 0.0 0.0 0.0
O -2.307943 0.085626 0.287647 0.0 0.0 0.0
Cl 2.022008 -7.307930 1.200396 0.0 0.0 0.0
C 1.093228 -5.898072 0.807235 0.0 0.0 0.0
C 0.064030 -5.498595 1.642006 0.0 0.0 0.0
C -0.662926 -4.363260 1.323294 0.0 0.0 0.0
C -0.383457 -3.614685 0.182576 0.0 0.0 0.0
C -1.223733 -2.417389 -0.146424 0.1 0.1 0.0
C 0.656636 -4.043812 -0.640055 0.0 0.0 0.0
C 1.393305 -5.178278 -0.339751 0.0 0.0 0.0
H -0.164611 -6.075349 2.527530 0.0 0.0 0.0
H -1.483655 -4.063687 1.965606 0.0 0.0 0.0
H -2.060427 -2.358891 0.556251 0.0 0.0 0.0
H -1.683611 -2.530746 -1.127866 0.0 0.0 0.0
H 0.925898 -3.476951 -1.522763 0.0 0.0 0.0
H 2.195172 -5.506460 -0.987494 0.0 0.0 0.0